No. 1
{
  "formula": "C3HNOS",
  "method": "wB97M-V/def2-TZVPD",
  "max_force_ev_per_a": 16.036,
  "orbital_gap_ev": 7.1,
  "e_above_lowest_kj_mol": 266.0,
  "smiles": "N#CC(=S)C=O",
  "total_energy_ev": -17495.2734,
  "symbols": ["N", "C", "C", "S", "C", "O", "H"],
  "positions_angstrom": [[2.01932, -0.39146, 1.67644], [1.10989, -0.11171, 0.71055], [-0.00373, -0.43728, 0.00198], [-0.94918, -1.74647, 0.56007], [-0.53440, 0.58399, -0.88593], [0.09366, 1.59095, -1.20843], [-1.73557, 0.51199, -0.85468]],
  "forces_ev_per_a": [[-8.3, 3.3, -9.3], [11.2, -3.4, 11.0], [-3.1, -2.9, 0.6], [1.5, 2.1, -1.3], [-2.4, 3.2, -0.1], [-1.2, -2.4, 0.2], [2.3, 0.2, -1.0]],
  "nbo_charge": [-0.152, 0.202, -0.340, 0.224, 0.366, -0.447, 0.147]
}

No. 2
{
  "formula": "C3HNaO3",
  "method": "wB97M-V/def2-TZVPD",
  "max_force_ev_per_a": 3.661,
  "orbital_gap_ev": 5.3,
  "e_above_lowest_kj_mol": 159.6,
  "total_energy_ev": -13683.1877,
  "symbols": ["O", "Na", "O", "C", "O", "C", "H", "C"],
  "positions_angstrom": [[0.58247, 0.75359, -0.11491], [3.57532, -0.70372, 0.43752], [1.26050, -1.21359, 0.68692], [0.31052, -0.46039, 0.45771], [-0.91835, -0.77322, 0.28257], [-1.58421, 0.52952, -0.54531], [-2.66491, 0.53595, -0.49556], [-0.56133, 1.33186, -0.70895]],
  "forces_ev_per_a": [[0.1, 0.1, 0.5], [-1.2, 0.0, 0.0], [1.1, -0.3, 1.3], [-0.7, 0.4, -3.6], [-0.9, 0.4, 0.7], [1.0, -1.3, 1.3], [0.4, -0.3, -0.2], [0.2, 0.9, -0.1]],
  "nbo_charge": [-0.551, 0.984, -0.827, 0.959, -0.534, -0.169, 0.216, -0.078]
}

No. 3
{
  "formula": "C3HO2Yb",
  "method": "wB97M-V/def2-TZVPD",
  "max_force_ev_per_a": 6.483,
  "orbital_gap_ev": 6.2,
  "e_above_lowest_kj_mol": 475.1,
  "total_charge": 1,
  "total_energy_ev": -38737.3524,
  "symbols": ["H", "C", "C", "O", "Yb", "O", "C"],
  "positions_angstrom": [[0.07633, 0.66227, 1.82480], [0.86473, 0.29110, 0.68690], [-0.44683, 0.09869, 0.65878], [1.52848, 0.66755, -0.33237], [-1.74570, -1.90126, 0.53973], [-0.63270, -0.12910, -1.40407], [0.35567, 0.31076, -1.97377]],
  "forces_ev_per_a": [[-0.3, 0.0, -0.8], [-1.7, 0.9, -6.2], [0.4, -1.1, 4.9], [1.5, -0.4, 3.3], [0.6, 1.0, -0.3], [3.6, 1.5, -3.5], [-4.0, -1.9, 2.6]],
  "nbo_charge": [0.284, 0.318, -0.797, -0.571, 1.816, -0.690, 0.640]
}